The following is a quantum chemistry calculation of an isolated ion of composition C5H12NO and charge -2, from OMol25.

Geometry (Å):
C (1.921, -0.536, -1.618)
C (1.692, 0.711, -2.449)
C (1.352, -0.178, -0.189)
N (-0.075, -0.245, -0.137)
C (-0.461, -0.065, 1.252)
C (-2.005, -0.259, 1.312)
O (-2.784, 0.439, 2.182)
H (1.430, -1.363, -2.095)
H (2.960, -0.883, -1.467)
H (2.465, 1.413, -2.161)
H (1.739, 0.513, -3.532)
H (0.799, 1.168, -2.153)
H (1.684, 0.898, 0.154)
H (1.751, -0.980, 0.515)
H (-0.455, 0.603, -0.611)
H (-0.109, 0.964, 1.690)
H (0.012, -0.812, 1.813)
H (-2.284, 0.073, 0.292)
H (-2.191, -1.419, 1.201)

Summary:
- total charge = -2
- M (Da) = 102.2
- highest occupied orbital energy (alpha / beta) (eV) = 3.878 / 0.261
- LUMO level (alpha / beta) (eV) = 6.8 / 6.9
- 2S+1 = 2
- orbital gap (alpha / beta) (eV) = 2.94 / 6.60

These are the natural (NBO) partial charges, in e, on atoms 1 to 2:
1. C -0.575
2. C -1.215